The following is a DFT calculation (wB97M-V/def2-TZVPD) of an isolated ion of composition C7H13NO6P and charge -1 at a distorted geometry.

Element x y z (Å)
P: 1.246 -0.730 -0.113
O: 0.652 -1.820 1.108
O: 1.837 0.238 1.018
O: 0.268 2.503 -2.475
O: 2.124 -1.582 -1.021
O: 1.475 0.969 -1.410
O: -2.712 1.221 0.226
N: -1.846 1.700 -0.729
C: 3.101 0.903 0.694
C: 0.370 1.548 -1.705
C: -0.794 1.040 -0.959
C: -1.128 -1.496 -1.214
C: -0.594 -0.470 -0.316
C: -3.994 1.760 0.020
C: 1.746 -2.238 1.966
H: -2.201 -1.520 -0.959
H: -3.945 2.814 -0.082
H: 1.368 -3.030 2.671
H: -0.819 -2.518 -0.854
H: 3.733 1.038 1.664
H: -1.139 -0.301 0.628
H: -0.904 -1.307 -2.159
H: -4.408 1.371 -0.976
H: 2.084 -1.306 2.478
H: 2.659 -2.421 1.323
H: -4.673 1.447 0.940
H: 2.959 1.897 0.229
H: 3.533 0.292 0.006

Total energy ... -30533.752 eV
ΔE to the lowest compared entry with this formula, charge and spin ... 98.2 kcal/mol
2S+1 ... 1
Net charge ... -1
Structure (SMILES) ... CO/N=C1/C(=O)OP([O-])(OC)(OC)[C@@H]1C
E_LUMO ... 3.296 eV